DFT (the ωB97M-V functional and the def2-TZVPD basis) results for 2 unconnected molecules or ions with the total composition C41H52N3OSi at a distorted geometry.

Structure (XYZ):
```
98
C41H52N3OSi (the ωB97M-V functional and the def2-TZVPD basis)
C 1.321 5.733 4.150
C 0.466 6.756 3.384
C -0.188 5.999 2.210
N 0.255 4.621 2.337
C -0.128 3.641 1.476
C 0.466 2.345 1.539
C 0.070 1.366 0.654
C -1.130 1.499 -0.111
C -1.717 0.366 -0.716
C -2.973 0.497 -1.430
C -4.115 1.136 -0.843
C -5.249 1.437 -1.577
C -5.303 1.188 -2.975
N -6.371 1.596 -3.731
C -7.647 2.011 -3.166
C -8.577 2.282 -4.366
C -7.731 2.126 -5.639
C -6.317 1.728 -5.181
C -4.190 0.504 -3.557
C -3.103 0.113 -2.795
C -1.668 2.827 -0.216
C -1.148 3.875 0.507
C 1.124 4.369 3.466
H 2.378 6.012 4.119
H 1.022 5.678 5.200
H -0.312 7.188 4.018
H 1.083 7.574 3.003
H -1.290 6.069 2.236
H 0.120 6.428 1.239
H 1.228 2.126 2.290
H 0.630 0.436 0.562
H -1.112 -0.533 -0.841
H -4.069 1.413 0.210
H -6.092 1.939 -1.095
H -8.066 1.244 -2.494
H -7.542 2.916 -2.545
H -9.401 1.563 -4.360
H -9.012 3.283 -4.294
H -8.143 1.363 -6.306
H -7.687 3.064 -6.200
H -5.581 2.494 -5.487
H -5.983 0.790 -5.648
H -4.200 0.291 -4.627
H -2.270 -0.426 -3.260
H -2.515 3.017 -0.878
H -1.554 4.888 0.378
H 2.091 3.946 3.148
H 0.684 3.632 4.163
C 3.280 0.686 -1.068
Si 4.038 -0.523 0.115
C 5.599 -1.305 -0.526
C 4.349 0.233 1.796
O 2.835 -1.665 0.237
C 2.512 -2.940 0.761
C 2.525 -3.995 -0.362
C 2.498 -3.581 -1.691
C 2.613 -4.528 -2.714
C 2.693 -5.887 -2.413
C 2.690 -6.312 -1.081
C 2.608 -5.369 -0.052
C 3.588 -3.300 1.819
C 4.764 -3.968 1.435
C 5.790 -4.164 2.364
C 5.653 -3.674 3.663
C 4.500 -2.972 4.036
C 3.483 -2.752 3.099
C 1.042 -2.847 1.311
C -0.073 -3.584 0.548
C -1.363 -2.994 1.141
C -0.921 -1.733 1.897
N 0.455 -1.521 1.415
H 4.020 1.441 -1.359
H 2.948 0.169 -1.976
H 2.409 1.201 -0.648
H 6.228 -0.546 -1.019
H 6.188 -1.755 0.286
H 5.371 -2.090 -1.261
H 4.832 1.215 1.676
H 3.417 0.384 2.357
H 5.013 -0.397 2.402
H 2.412 -2.514 -1.920
H 2.631 -4.172 -3.744
H 2.772 -6.615 -3.216
H 2.740 -7.376 -0.841
H 2.641 -5.692 0.995
H 4.890 -4.343 0.416
H 6.698 -4.686 2.050
H 6.446 -3.829 4.389
H 4.393 -2.571 5.047
H 2.603 -2.145 3.338
H 1.068 -3.269 2.334
H -0.019 -3.313 -0.515
H 0.024 -4.673 0.625
H -2.075 -2.726 0.358
H -1.853 -3.703 1.819
H -1.564 -0.869 1.698
H -0.934 -1.922 2.979
H 0.992 -0.922 2.049
```

The calculated total energy is -2122.34563 Ha. The relative energy (zero: lowest compared OMol25 entry of this formula, charge and spin) comes out at 0.0 kcal per mole. Its orbital gap is 5.83 eV. Its maximum force is 2.064 eV Å⁻¹. Its charge is +1. For the HOMO energy, the calculation gives -10.032 eV.

Here are the Löwdin charges for atoms 1 to 6, given in e: -0.14 -0.14 -0.14 -0.06 -0.17 0.02